# 1
Molecular formula: C47H92FFeN5O32S10
Method: DFT, wB97M-V/def2-TZVPD

XYZ file:
```
188
Properties=species:S:1:pos:R:3:lowdin_charge:R:1
Fe 2.228 0.809 2.303 1.1274
N -2.621 -1.209 0.605 0.2877
H -1.851 -0.529 0.612 0.0841
H -3.502 -0.872 1.018 0.0876
H -2.371 -2.081 1.102 0.0828
H -2.838 -1.511 -0.355 0.0819
N 1.540 3.515 3.272 -0.4984
O 2.246 3.811 4.202 0.0811
O 2.234 2.809 2.369 -0.1652
O 0.411 3.843 2.987 0.0806
N 2.555 -2.267 2.614 -0.4735
O 2.357 -3.233 1.866 0.0339
O 1.812 -1.181 2.421 -0.1463
O 3.452 -2.222 3.441 0.0318
N 0.507 0.621 -0.198 -0.5021
O 0.653 1.311 -1.187 0.0388
O 0.082 -0.541 -0.382 -0.0015
O 0.691 0.963 0.987 -0.1201
N -2.666 0.282 -3.605 0.0140
C -2.502 0.979 -2.405 -0.1194
C -3.768 1.037 -1.847 -0.1226
C -4.659 0.377 -2.701 -0.0927
C -3.980 0.048 -3.869 -0.1332
H -1.928 0.310 -4.280 0.1229
H -1.473 1.297 -2.188 0.1045
H -3.953 1.548 -0.902 0.0724
H -5.718 0.285 -2.519 0.0975
H -4.301 -0.302 -4.857 0.1276
C -3.679 4.601 -4.542 -0.0367
C -3.186 3.203 -4.696 -0.2995
O -1.802 3.270 -4.476 0.1032
C -1.407 4.559 -4.420 -0.5083
O -0.281 4.899 -4.206 0.1606
O -2.487 5.378 -4.574 0.0899
F -3.428 2.670 -5.942 0.0555
H -4.169 4.710 -3.568 0.1415
H -4.350 4.855 -5.344 0.1455
H -3.556 2.427 -4.045 0.1164
C 1.536 4.282 -2.000 -0.2570
C 2.652 4.170 -3.037 -0.1957
C 3.440 2.973 -2.524 -0.2196
S 3.526 3.157 -0.751 0.7099
O 4.783 3.816 -0.470 -0.3124
O 3.235 1.931 -0.035 -0.3675
C 2.127 4.341 -0.593 -0.1649
H 0.902 3.368 -2.073 0.0944
H 0.821 5.100 -2.228 0.1062
H 3.329 5.017 -3.126 0.1246
H 2.370 3.989 -4.078 0.0963
H 4.482 2.895 -2.823 0.1114
H 2.915 2.031 -2.714 0.1007
H 2.667 5.294 -0.536 0.1104
H 1.526 4.075 0.318 0.1012
C -7.725 1.344 1.686 -0.1930
C -8.260 -0.007 2.121 -0.2259
C -7.279 -0.790 3.004 -0.2200
S -5.829 0.232 2.937 0.6307
O -5.309 -0.034 1.637 -0.3228
O -4.960 0.218 4.079 -0.3148
C -6.643 1.789 2.762 -0.1777
H -8.501 2.089 1.582 0.1160
H -7.208 1.248 0.752 0.0950
H -8.567 -0.648 1.249 0.1331
H -9.192 0.098 2.706 0.1189
H -7.030 -1.754 2.508 0.1195
H -7.646 -0.945 4.019 0.1081
H -5.941 2.573 2.469 0.0944
H -7.099 1.984 3.720 0.1048
C -1.712 3.229 0.661 -0.2506
C -1.435 4.541 -0.024 -0.1752
C -2.821 5.054 -0.428 -0.1846
S -3.989 4.359 0.752 0.6734
O -4.851 3.492 -0.037 -0.3376
O -4.617 5.375 1.546 -0.3064
C -2.800 3.400 1.644 -0.2282
H -0.806 2.878 1.198 0.0987
H -1.999 2.372 0.087 0.0959
H -0.832 4.256 -0.893 0.0899
H -0.791 5.267 0.519 0.1386
H -3.067 4.651 -1.417 0.0939
H -2.971 6.103 -0.356 0.0934
H -3.310 2.533 1.981 0.0841
H -2.434 3.948 2.467 0.1033
C 4.036 -4.556 -2.362 -0.2234
C 2.765 -4.302 -1.561 -0.1672
C 2.717 -2.711 -1.323 -0.2232
S 3.399 -1.976 -2.740 0.6786
O 4.347 -0.902 -2.470 -0.3307
O 2.297 -1.650 -3.646 -0.3386
C 4.269 -3.429 -3.341 -0.2203
H 4.008 -5.594 -2.829 0.1408
H 4.914 -4.654 -1.761 0.0996
H 2.863 -4.712 -0.542 0.1104
H 1.805 -4.617 -1.991 0.1017
H 3.384 -2.510 -0.469 0.0904
H 1.667 -2.351 -1.192 0.0995
H 5.314 -3.104 -3.320 0.0995
H 4.046 -3.582 -4.415 0.1219
C 5.359 0.324 7.157 -0.1863
C 4.900 1.755 7.445 -0.1799
C 4.099 2.276 6.231 -0.1843
S 3.187 0.873 5.524 0.7932
O 3.198 0.900 4.050 -0.4098
O 1.860 0.776 6.105 -0.3078
C 4.298 -0.361 6.298 -0.1815
H 5.428 -0.212 8.096 0.1161
H 6.352 0.333 6.678 0.1267
H 5.734 2.418 7.681 0.1286
H 4.248 1.778 8.242 0.0869
H 4.741 2.534 5.401 0.1029
H 3.395 3.094 6.380 0.1058
H 4.627 -1.056 5.526 0.0978
H 3.574 -0.834 6.956 0.1044
C -1.795 0.053 6.271 -0.1901
C -1.835 -1.309 5.567 -0.1862
C -0.707 -1.309 4.554 -0.2012
S -0.831 0.302 3.761 0.8436
O -1.904 0.261 2.727 -0.3196
O 0.463 0.954 3.399 -0.4135
C -1.410 1.157 5.274 -0.1734
H -1.065 0.063 7.081 0.1133
H -2.680 0.390 6.809 0.1187
H -2.748 -1.497 5.053 0.0983
H -1.753 -2.171 6.247 0.1304
H -0.685 -2.073 3.792 0.0862
H 0.283 -1.222 4.986 0.0991
H -2.244 1.837 5.067 0.1159
H -0.496 1.674 5.616 0.0968
C 0.867 1.723 -5.385 -0.2297
C 0.278 2.314 -6.736 -0.1684
C 0.501 1.224 -7.827 -0.2164
S 0.928 -0.319 -6.999 0.6811
O 1.742 -1.191 -7.804 -0.3198
O -0.250 -0.945 -6.435 -0.3382
C 1.825 0.621 -5.675 -0.2020
H -0.062 1.540 -4.808 0.0975
H 1.394 2.514 -4.853 0.0767
H 0.794 3.259 -6.948 0.1128
H -0.779 2.622 -6.691 0.0935
H 1.365 1.412 -8.498 0.1133
H -0.366 1.143 -8.434 0.0896
H 2.692 1.032 -6.192 0.1131
H 2.133 0.077 -4.756 0.0792
C 6.996 0.018 -0.189 -0.1602
C 6.472 -1.361 0.276 -0.2135
C 6.252 -1.242 1.742 -0.1896
S 5.336 0.332 1.865 0.7956
O 5.655 1.035 3.071 -0.2918
O 3.912 -0.021 1.580 -0.3972
C 6.042 1.112 0.406 -0.1755
H 7.004 0.146 -1.258 0.1093
H 8.042 0.168 0.133 0.1242
H 7.260 -2.101 0.156 0.1231
H 5.628 -1.632 -0.353 0.0908
H 7.144 -1.066 2.293 0.1040
H 5.627 -1.943 2.324 0.1078
H 6.548 2.008 0.775 0.1177
H 5.231 1.388 -0.237 0.0458
C -0.962 -3.842 -4.385 -0.1679
C -2.424 -3.705 -4.929 -0.1884
C -3.240 -4.321 -3.836 -0.2448
S -2.515 -4.017 -2.269 0.7052
O -2.409 -5.275 -1.553 -0.3267
O -3.294 -2.993 -1.575 -0.3442
C -0.974 -3.360 -2.887 -0.1895
H -0.319 -3.191 -5.000 0.1027
H -0.597 -4.860 -4.454 0.1119
H -2.529 -4.165 -5.900 0.1231
H -2.595 -2.659 -5.005 0.0888
H -3.120 -5.391 -3.948 0.1095
H -4.270 -3.977 -3.803 0.1156
H -0.124 -3.564 -2.264 0.0593
H -1.015 -2.258 -2.869 0.1093
C -1.440 -7.174 2.199 -0.2140
C 0.092 -6.970 2.300 -0.1846
C 0.181 -5.458 2.618 -0.2070
S -0.879 -4.758 1.331 0.6855
O -0.196 -4.647 0.106 -0.2898
O -1.531 -3.591 1.945 -0.3576
C -1.991 -6.147 1.231 -0.2309
H -1.854 -7.070 3.220 0.1219
H -1.792 -8.180 1.861 0.1289
H 0.666 -7.270 1.421 0.1204
H 0.562 -7.491 3.129 0.1106
H 1.157 -5.014 2.553 0.0730
H -0.236 -5.108 3.524 0.0897
H -1.996 -6.487 0.189 0.0894
H -2.964 -5.750 1.548 0.1158
```

## Properties
HOMO-LUMO gap (spin up / spin down)   8.5 / 6.2 eV
2S+1   6
Total charge   +1

=====

# 2
Molecular formula: C4H6FO4Yb
Method: DFT, wB97M-V/def2-TZVPD

XYZ file:
```
16
Properties=species:S:1:pos:R:3:lowdin_charge:R:1
C 1.831 -2.471 0.647 -0.3354
O 1.497 -1.139 0.470 -0.5881
Yb 2.400 0.738 -0.369 0.8957
H 1.649 -2.798 1.691 0.0511
H 1.231 -3.141 -0.002 0.0602
H 2.897 -2.678 0.428 0.0501
C 1.099 0.811 2.672 -0.5705
O -0.111 0.303 2.940 0.1515
C -0.075 -0.429 4.139 -0.2820
C 1.261 -0.025 4.757 -0.0235
O 1.925 0.652 3.686 0.0963
O 1.304 1.571 1.739 -0.0376
F -0.098 -1.758 3.827 0.0684
H -0.966 -0.204 4.733 0.1717
H 1.139 0.667 5.596 0.1437
H 1.854 -0.898 5.047 0.1484
```

## Properties
HOMO-LUMO gap (spin up / spin down)   5.3 / 7.6 eV
2S+1   2
Total charge   0
Relative energy (zero: lowest compared OMol25 entry of this formula, charge and spin)   0.0 kJ/mol

=====

# 3
Molecular formula: C6H10
Method: DFT, wB97M-V/def2-TZVPD

XYZ file:
```
16
Properties=species:S:1:pos:R:3:lowdin_charge:R:1
C 2.056 -0.144 0.019 -0.0914
C 0.614 -0.253 0.467 -0.2231
C -0.928 -1.355 -0.829 0.0106
C -1.929 -0.367 -0.477 -0.2147
C -1.640 0.745 0.212 -0.1383
C -0.189 1.018 0.500 -0.2208
H 2.593 0.533 0.702 0.0849
H 2.137 0.279 -0.986 0.0798
H 2.584 -1.103 0.038 0.0772
H 0.535 -0.799 1.417 0.1332
H -0.650 -1.316 -1.891 0.0539
H 0.018 -1.366 -0.115 0.0137
H -2.950 -0.549 -0.824 0.1039
H -2.396 1.469 0.497 0.0904
H 0.220 1.740 -0.224 0.1192
H -0.075 1.469 1.495 0.1215
```

## Properties
HOMO-LUMO gap   8.1 eV
Total charge   0
Relative energy (zero: lowest compared OMol25 entry of this formula, charge and spin)   392.4 kJ/mol

=====

# 4
Molecular formula: C7H12NO
Method: DFT, wB97M-V/def2-TZVPD

XYZ file:
```
21
Properties=species:S:1:pos:R:3:lowdin_charge:R:1
C 1.057 1.177 0.811 -0.1685
C -0.239 1.304 0.681 -0.1475
C 1.544 -0.140 0.388 -0.3126
C -0.884 0.004 0.098 -0.4725
C 2.277 -0.134 -0.920 -0.1167
C -1.981 -0.536 0.930 -0.1857
C -1.316 0.256 -1.371 -0.1791
N 0.280 -1.105 0.112 -0.0714
O 0.182 -2.007 1.060 -0.0996
H 1.673 1.968 1.120 0.0605
H -0.755 2.066 1.131 0.0149
H 2.114 -0.608 1.230 0.1403
H 1.520 0.133 -1.722 0.0800
H 2.365 -1.118 -1.225 0.0346
H 3.216 0.412 -0.847 0.0708
H -2.476 0.173 1.616 0.0355
H -1.586 -1.488 1.556 0.1059
H -2.801 -1.000 0.282 0.0682
H -2.146 0.938 -1.185 0.0480
H -1.585 -0.745 -1.761 0.0686
H -0.458 0.450 -1.985 0.0262
```

## Properties
HOMO-LUMO gap (spin up / spin down)   2.5 / 9.0 eV
2S+1   3
Total charge   -1
Relative energy (zero: lowest compared OMol25 entry of this formula, charge and spin)   0.0 kJ/mol

=====

# 5
Molecular formula: C15H16BrN3O5S
Method: DFT, wB97M-V/def2-TZVPD

XYZ file:
```
41
Properties=species:S:1:pos:R:3:lowdin_charge:R:1
C 0.302 4.471 -1.415 -0.0416
H -0.258 5.364 -1.146 0.0943
H -0.297 3.809 -2.043 0.0911
H 1.211 4.744 -1.953 0.0997
O 0.641 3.823 -0.192 -0.0308
C 0.930 2.526 -0.258 -0.4950
O 0.893 1.873 -1.267 0.1118
C 1.333 1.990 1.106 -0.0641
N 0.997 0.599 1.227 -0.1055
C -0.266 0.180 0.998 -0.3734
N -0.451 -1.130 0.969 0.1704
C -1.677 -1.585 0.735 -0.3259
C -2.716 -0.691 0.527 -0.5338
C -2.431 0.678 0.583 -0.3772
N -1.205 1.111 0.820 0.2317
O -3.417 1.546 0.392 -0.0761
C -3.077 2.917 0.462 -0.0469
H -2.332 3.165 -0.296 0.0829
H -2.673 3.163 1.445 0.0981
H -4.002 3.460 0.281 0.0970
Br -4.480 -1.248 0.169 0.8186
C -1.871 -3.061 0.699 -0.0378
H -2.221 -3.367 -0.286 0.0850
H -0.928 -3.550 0.923 0.0723
H -2.626 -3.357 1.426 0.0802
S 2.209 -0.598 1.426 0.7339
O 1.999 -1.254 2.677 -0.2649
O 3.436 0.123 1.256 -0.2784
C 1.970 -1.734 0.071 -0.2939
C 1.887 -1.248 -1.218 -0.0485
C 1.723 -2.150 -2.259 -0.0584
C 1.658 -3.509 -1.998 -0.0752
C 1.757 -3.979 -0.697 -0.0723
C 1.915 -3.085 0.348 -0.0715
H 1.983 -3.405 1.375 0.1149
H 1.708 -5.040 -0.499 0.1069
H 1.530 -4.207 -2.812 0.1039
H 1.644 -1.788 -3.273 0.1079
H 1.927 -0.187 -1.401 0.0982
H 2.421 2.044 1.209 0.1305
H 0.854 2.586 1.888 0.1418
```

## Properties
HOMO-LUMO gap   9.3 eV
Total charge   0
SMILES   COC(=O)CN(c1nc(C)c(Br)c(OC)n1)S(=O)(=O)c1ccccc1

=====

# 6
Molecular formula: C4H24NO6
Method: DFT, wB97M-V/def2-TZVPD

XYZ file:
```
35
Properties=species:S:1:pos:R:3:lowdin_charge:R:1
C -0.576 1.903 0.235 -0.1304
C 0.415 0.862 0.779 -0.1912
C 0.015 0.280 2.150 -0.2232
C -1.020 -0.829 1.986 -0.0965
N -1.591 1.302 -0.678 0.1880
H -1.005 2.423 1.088 0.0956
H 0.046 2.603 -0.323 0.1331
H 0.559 0.088 0.019 0.0775
H 1.414 1.294 0.863 0.1165
H 0.901 -0.142 2.622 0.1077
H -0.353 1.069 2.799 0.0806
H -1.905 -0.560 1.417 0.0535
H -1.454 -1.120 2.940 0.0775
H -0.566 -1.715 1.539 0.0756
H -2.393 1.924 -0.725 0.1708
H -1.906 0.385 -0.347 0.1045
H -1.183 1.094 -1.598 0.1109
H 2.432 -0.448 -0.773 -0.1039
H 3.783 0.152 -1.245 0.0560
O 2.821 0.226 -1.352 -0.0944
H -1.047 3.494 3.596 0.0575
H -2.501 3.532 3.016 0.0570
O -1.718 2.977 3.137 -0.0552
H 0.683 -2.749 -2.884 0.0505
H 1.216 -4.159 -2.485 0.0661
O 1.028 -3.274 -2.142 -0.0447
H -1.629 -2.340 -1.247 0.0679
H -1.316 -1.098 -2.086 0.0205
O -1.452 -1.396 -1.176 -0.0606
H 2.777 -1.890 0.674 0.0984
H 2.105 -2.530 -0.573 0.0595
O 2.357 -1.688 -0.166 -0.0089
H 0.968 0.150 -2.532 0.0455
H 0.062 0.011 -3.741 0.0844
O 0.033 0.170 -2.788 -0.0460
```

## Properties
HOMO-LUMO gap   10.7 eV
Total charge   +1
Relative energy (zero: lowest compared OMol25 entry of this formula, charge and spin)   103.9 kJ/mol

=====

Look up the total charge of the sixth one. +1

=====

Please write out number 3 again, unchanged.
Molecular formula: C6H10
Method: DFT, wB97M-V/def2-TZVPD

XYZ file:
```
16
Properties=species:S:1:pos:R:3:lowdin_charge:R:1
C 2.056 -0.144 0.019 -0.0914
C 0.614 -0.253 0.467 -0.2231
C -0.928 -1.355 -0.829 0.0106
C -1.929 -0.367 -0.477 -0.2147
C -1.640 0.745 0.212 -0.1383
C -0.189 1.018 0.500 -0.2208
H 2.593 0.533 0.702 0.0849
H 2.137 0.279 -0.986 0.0798
H 2.584 -1.103 0.038 0.0772
H 0.535 -0.799 1.417 0.1332
H -0.650 -1.316 -1.891 0.0539
H 0.018 -1.366 -0.115 0.0137
H -2.950 -0.549 -0.824 0.1039
H -2.396 1.469 0.497 0.0904
H 0.220 1.740 -0.224 0.1192
H -0.075 1.469 1.495 0.1215
```

## Properties
HOMO-LUMO gap   8.1 eV
Total charge   0
Relative energy (zero: lowest compared OMol25 entry of this formula, charge and spin)   392.4 kJ/mol